# C32H75N4O5

A 5-piece molecular cluster, C32H75N4O5 overall at a distorted geometry (ωB97M-V with the def2-TZVPD basis set, the OMol25 dataset).

Each line ends with the Löwdin charge.
Cartesian coordinates (Å):
C -22.9497 -2.1111 6.4929  -0.014
C -24.2875 -1.4877 6.2655  -0.742
O -24.6516 -0.5175 6.9597  -0.089
O -25.0978 -1.9026 5.3599  -0.086
H -23.0083 -3.1993 6.4708  0.046
H -22.4057 -1.8856 7.4101  0.068
H -22.2794 -1.7981 5.6925  0.087
C -22.3637 -4.7068 1.5655  -0.094
C -22.7328 -4.4345 3.0174  -0.254
C -23.8183 -5.4236 3.5676  -0.132
C -24.0503 -5.3208 5.1497  -0.096
N -25.0740 -6.2998 5.7382  -0.164
C -24.7965 -6.3216 7.2754  -0.115
C -23.6899 -7.2963 7.5260  -0.150
C -23.4765 -8.0517 6.1899  -0.131
C -24.7750 -7.7997 5.4772  -0.096
C -26.5714 -5.9835 5.4039  -0.067
C -27.1180 -4.7581 6.1726  -0.244
C -28.2605 -4.0226 5.5251  -0.073
H -21.7907 -5.6198 1.4039  0.076
H -21.7109 -3.8572 1.3654  0.080
H -23.2119 -4.8520 0.8965  0.082
H -23.0656 -3.4080 3.1712  0.103
H -21.8995 -4.4463 3.7200  0.105
H -23.3924 -6.4166 3.4237  0.100
H -24.7625 -5.2748 3.0438  0.113
H -24.4729 -4.3352 5.3452  0.088
H -23.1213 -5.3324 5.7198  0.121
H -25.7046 -6.6785 7.7612  0.129
H -24.5879 -5.3176 7.6451  0.118
H -24.0580 -8.0107 8.2624  0.121
H -22.7407 -6.9024 7.8893  0.124
H -23.4164 -9.1289 6.3450  0.132
H -22.6240 -7.5644 5.7167  0.118
H -25.5873 -8.4367 5.8272  0.141
H -24.6973 -7.8584 4.3915  0.129
H -27.1943 -6.8578 5.5932  0.134
H -26.6299 -5.7656 4.3375  0.126
H -26.3246 -4.0341 6.3582  0.086
H -27.4629 -5.2381 7.0884  0.087
H -28.0412 -3.0060 5.1986  0.070
H -29.0158 -3.7595 6.2656  0.066
H -28.6404 -4.5604 4.6565  0.089
C -24.2846 1.3532 3.6532  -0.005
C -25.7649 1.0130 3.6511  -0.474
O -26.4587 0.9928 2.6472  0.054
N -26.3813 0.8562 5.0057  0.057
H -25.8034 0.2050 5.5176  0.066
H -26.2368 1.7306 5.4902  0.027
C -27.9141 0.5732 5.0264  -0.006
H -24.2008 2.1742 4.3652  0.044
H -23.9324 1.7011 2.6821  0.097
H -23.7986 0.5040 4.1335  0.066
H -28.1635 -0.3392 4.4847  0.083
H -28.4698 1.3875 4.5614  0.086
H -28.2943 0.5083 6.0459  0.057
C -24.2520 4.1654 10.6567  -0.054
C -24.1006 3.7359 9.1847  -0.154
N -22.7253 3.0351 8.8897  -0.233
C -21.6014 4.0803 8.8941  0.043
C -22.4253 1.9135 9.8990  -0.155
C -23.4544 0.8228 10.0819  -0.055
C -22.8180 2.5622 7.4250  -0.089
C -21.7870 1.5207 6.8777  -0.190
O -20.4840 1.8951 7.2225  -0.184
C -19.5475 0.8467 7.0519  -0.080
H -24.6122 3.3612 11.2982  0.075
H -25.0401 4.9172 10.6993  0.088
H -23.3848 4.6663 11.0868  0.078
H -24.1299 4.5555 8.4668  0.119
H -24.8948 3.0572 8.8735  0.087
H -21.7477 4.7892 8.0791  0.119
H -20.7749 3.3712 8.8493  0.094
H -21.5096 4.4937 9.8985  0.099
H -22.0467 2.3214 10.8362  0.132
H -21.5230 1.4189 9.5393  0.120
H -24.4862 1.1736 10.1007  0.053
H -23.2900 0.3231 11.0365  0.095
H -23.2771 0.0824 9.3018  0.064
H -22.8640 3.4905 6.8556  0.116
H -23.8091 2.1275 7.2949  0.090
H -22.0161 1.4018 5.8187  0.128
H -22.1138 0.6031 7.3667  0.088
H -19.0550 0.8927 6.0806  0.095
H -19.9809 -0.1534 7.0476  0.079
H -18.7627 0.8170 7.8077  0.096
C -25.6826 -3.0340 9.7713  -0.038
C -26.7282 -2.7181 10.8600  -0.107
N -28.1043 -2.2822 10.2209  -0.208
C -29.0346 -1.7908 11.3821  0.018
C -27.9557 -1.0983 9.2409  -0.127
C -27.0222 0.0523 9.7351  -0.063
C -28.8199 -3.4657 9.5521  -0.082
C -28.7835 -4.7721 10.3129  -0.187
O -29.5554 -4.7409 11.5316  -0.191
C -29.3563 -5.8684 12.3338  -0.104
H -25.9898 -3.6480 8.9248  0.061
H -24.8902 -3.5788 10.2846  0.092
H -25.2553 -2.1428 9.3117  0.060
H -26.6360 -1.8773 11.5475  0.124
H -26.7648 -3.5714 11.5373  0.120
H -29.2094 -2.4053 12.2652  0.106
H -30.0508 -1.6745 11.0055  0.107
H -28.8339 -0.7788 11.7339  0.096
H -28.9362 -0.6235 9.2052  0.126
H -27.6629 -1.4962 8.2693  0.123
H -27.1057 0.8513 8.9984  0.066
H -25.9851 -0.2652 9.8433  0.036
H -27.3605 0.4428 10.6949  0.076
H -28.2773 -3.6175 8.6190  0.094
H -29.7856 -3.1287 9.1754  0.150
H -27.8304 -5.2502 10.5390  0.122
H -29.2659 -5.4759 9.6346  0.134
H -28.4118 -5.9135 12.8760  0.094
H -29.5063 -6.7436 11.7017  0.094
H -30.1216 -5.9702 13.1032  0.101

Atoms 1-6, force components in eV/Å:
0.991 -0.772 -0.166
-2.908 0.206 -1.103
0.720 1.098 1.322
1.759 -0.916 0.538
-0.039 0.012 -0.270
-0.515 0.459 0.225

As for the multiplicity: 2. Its total charge is +2. Its HOMO energy (alpha / beta) is -0.2471 / -0.4692 hartree.


# C32H75NO12

A 9-piece molecular cluster, C32H75NO12 overall at a distorted geometry (ωB97M-V with the def2-TZVPD basis set, the OMol25 dataset).

Each line ends with the Löwdin charge.
Cartesian coordinates (Å):
C 3.2767 -2.3187 -5.4755  0.017
C 2.0400 -1.5331 -5.8548  -0.470
O 1.7691 -1.3079 -7.0044  0.114
N 1.1970 -1.0067 -4.8387  0.045
C 1.1373 0.4395 -4.8489  -0.447
C 2.4229 1.1681 -5.1554  0.017
O 0.1114 1.0018 -4.6007  0.147
C 1.2376 -1.6245 -3.5138  -0.230
C 1.9826 -0.8549 -2.4010  -0.091
O 1.2698 -1.1646 -1.1937  0.021
C -0.0608 -1.1545 -1.5471  -0.458
O -0.8996 -0.6519 -0.8720  0.149
C -0.1680 -1.8197 -2.8954  0.002
H 3.6081 -2.1566 -4.4521  0.074
H 3.0798 -3.3862 -5.6074  0.098
H 4.0531 -2.0339 -6.1837  0.071
H 3.3041 0.6336 -4.7959  0.087
H 2.3725 2.1528 -4.6950  0.096
H 2.5106 1.3014 -6.2361  0.096
H 1.7002 -2.6021 -3.6202  0.139
H 3.0202 -1.1500 -2.2539  0.132
H 1.9313 0.2296 -2.5436  0.131
H -0.9820 -1.4412 -3.5044  0.136
H -0.3161 -2.8844 -2.6971  0.121
C -2.5661 2.1355 3.2062  -0.063
C -1.3310 2.5416 2.4227  -0.497
C -1.4072 2.0276 0.9951  -0.057
O -0.1489 2.0677 3.0683  -0.049
H -2.6372 1.0440 3.2349  0.073
H -2.5135 2.4960 4.2343  0.082
H -3.4775 2.5215 2.7457  0.069
H -1.2349 3.6300 2.4247  0.122
H -1.4593 0.9368 0.9895  0.059
H -0.5206 2.3174 0.4305  0.082
H -2.2891 2.4114 0.4779  0.079
H -0.1909 1.1045 3.0767  0.084
C -4.5036 -0.5418 1.0421  -0.057
C -5.0420 -1.1889 2.3061  -0.503
C -5.1637 -2.6914 2.1300  -0.063
O -6.2817 -0.6000 2.7008  -0.053
H -5.1918 -0.7072 0.2077  0.084
H -4.3823 0.5343 1.1701  0.063
H -3.5356 -0.9659 0.7692  0.075
H -4.3634 -0.9775 3.1365  0.129
H -5.8665 -2.9253 1.3250  0.082
H -5.5266 -3.1673 3.0416  0.082
H -4.2045 -3.1323 1.8618  0.063
H -6.9191 -0.7647 1.9967  0.084
C 7.7476 0.6654 -8.1182  -0.061
C 6.8625 -0.4362 -7.5605  -0.502
C 6.0881 -1.1521 -8.6549  -0.058
O 5.9740 0.0848 -6.5680  -0.067
H 7.1377 1.4187 -8.6252  0.082
H 8.2973 1.1578 -7.3166  0.080
H 8.4625 0.2682 -8.8396  0.081
H 7.4798 -1.1574 -7.0208  0.137
H 5.4310 -0.4498 -9.1755  0.085
H 5.4670 -1.9444 -8.2369  0.069
H 6.7628 -1.5929 -9.3897  0.081
H 5.4068 0.7344 -6.9998  0.083
C -4.4027 5.4987 0.7586  -0.052
C -3.1120 6.0697 1.3222  -0.502
C -3.0923 6.0261 2.8418  -0.054
O -2.8987 7.4035 0.8599  -0.065
H -5.2588 6.0812 1.1111  0.082
H -4.3938 5.5343 -0.3307  0.082
H -4.5455 4.4633 1.0726  0.072
H -2.2657 5.5018 0.9281  0.123
H -3.9080 6.6286 3.2523  0.084
H -2.1562 6.4328 3.2253  0.084
H -3.2056 5.0063 3.2118  0.062
H -3.6200 7.9541 1.1843  0.088
C -2.1791 -4.9525 -1.1845  -0.059
C -2.6836 -5.6930 0.0445  -0.493
C -2.6300 -7.1999 -0.1380  -0.056
O -4.0056 -5.2671 0.3799  -0.059
H -2.8007 -5.1889 -2.0540  0.083
H -2.2208 -3.8743 -1.0222  0.072
H -1.1497 -5.2337 -1.4143  0.078
H -2.0727 -5.4143 0.9030  0.113
H -3.2667 -7.5046 -0.9747  0.079
H -2.9864 -7.7044 0.7598  0.079
H -1.6123 -7.5340 -0.3434  0.080
H -4.5885 -5.4813 -0.3573  0.088
C 0.1133 -3.9879 4.2463  -0.061
C -0.6573 -5.1722 3.6904  -0.498
C -0.6387 -6.3615 4.6357  -0.057
O -0.1551 -5.5413 2.4036  -0.066
H 1.1630 -4.2483 4.4044  0.078
H 0.0727 -3.1490 3.5501  0.079
H -0.2939 -3.6667 5.2060  0.079
H -1.6925 -4.8762 3.5027  0.134
H 0.3897 -6.6959 4.8000  0.082
H -1.2051 -7.1930 4.2159  0.077
H -1.0663 -6.1003 5.6043  0.081
H 0.7626 -5.8166 2.5083  0.088
C 2.2154 -0.9047 6.3449  -0.058
C 1.9572 -2.0310 7.3322  -0.508
C 2.5087 -1.7174 8.7130  -0.063
O 2.4848 -3.2636 6.8422  -0.063
H 3.2913 -0.7451 6.2278  0.082
H 1.8017 -1.1516 5.3670  0.071
H 1.7700 0.0307 6.6856  0.082
H 0.8814 -2.2064 7.4047  0.133
H 3.5929 -1.5803 8.6634  0.081
H 2.3019 -2.5355 9.4025  0.079
H 2.0703 -0.8027 9.1139  0.080
H 3.4404 -3.1680 6.7597  0.087
C 0.6921 9.4100 -0.2726  -0.061
C 0.8693 8.1874 -1.1580  -0.502
C 0.3783 6.9250 -0.4722  -0.058
O 2.2301 8.0524 -1.5724  -0.058
H 1.2759 9.2967 0.6459  0.080
H 1.0368 10.3083 -0.7849  0.077
H -0.3543 9.5400 0.0064  0.077
H 0.3144 8.3327 -2.0872  0.137
H 0.9546 6.7429 0.4406  0.085
H 0.5012 6.0605 -1.1254  0.081
H -0.6730 7.0182 -0.1977  0.055
H 2.7641 7.9201 -0.7810  0.083

Atoms 1-6, force components in eV/Å:
-0.232 -0.300 -0.087
-0.067 -0.104 0.321
0.137 0.297 -0.206
1.072 0.026 0.060
-0.414 -0.176 -0.394
-0.019 0.153 -0.107

Its HOMO energy is -0.3642 hartree. The SMILES is CC(=O)N(C(C)=O)[C@H]1COC(=O)C1.CC(C)O.CC(C)O.CC(C)O.CC(C)O.CC(C)O.CC(C)O.CC(C)O.CC(C)O.


# C32H76BF3N2O16P4

A 4-piece molecular cluster, C32H76BF3N2O16P4 overall at a distorted geometry (ωB97M-V with the def2-TZVPD basis set, the OMol25 dataset).

Each line ends with the Löwdin charge.
Cartesian coordinates (Å):
C 1.1329 -1.5009 3.0582  -0.122
C 1.2034 -1.6502 1.5236  -0.181
C 1.6054 -0.3964 0.7107  -0.243
C 2.4655 0.6232 1.5135  -0.059
C 0.6133 0.2308 -0.3260  -0.232
O 0.8730 -0.4298 -1.5763  -0.115
C 1.7435 0.2470 -2.4708  -0.231
C 3.2716 0.2723 -2.1735  -0.053
C 3.8578 1.6364 -1.7494  -0.227
O 5.2743 1.4317 -1.6663  -0.012
C 3.6656 2.7398 -2.8191  -0.551
F 4.8103 3.4263 -2.9668  0.149
F 3.2645 2.2997 -4.0084  0.174
F 2.7878 3.6552 -2.3294  0.120
B 1.6605 -0.5645 -3.8601  -0.463
C 1.3695 0.1299 -5.2475  0.005
O 1.8807 -1.9347 -3.7676  0.129
C -0.9240 0.3664 -0.0935  -0.387
C -1.6273 -1.0299 -0.2215  -0.183
N -2.4274 -1.5885 0.8659  -0.086
C -2.0222 -1.6314 2.2498  -0.131
N -1.3953 1.1455 1.0357  -0.124
C -0.5303 1.7149 2.0489  -0.159
C 0.2628 2.9950 1.7117  -0.165
C -0.5513 4.2931 1.9257  -0.404
C -0.5142 4.7590 3.3932  -0.076
C 0.1698 5.4090 1.0862  -0.073
C -2.7886 1.3984 1.3400  -0.266
O -3.7926 0.8933 0.4955  -0.217
C -4.9232 0.5019 1.2378  -0.110
P -1.6689 1.4367 -1.5338  1.078
C -0.7279 3.0397 -1.5940  -0.244
C -1.3960 0.7861 -3.2481  -0.403
C -1.6486 -0.6948 -3.5526  -0.132
H 2.0749 -1.1147 3.4506  0.064
H 0.2694 -0.9690 3.4479  0.041
H 1.0744 -2.5215 3.4563  0.077
H 2.0129 -2.3894 1.4361  0.104
H 0.3668 -2.2080 1.1048  0.086
H 2.4015 -0.7986 0.0807  0.105
H 2.4379 1.5815 0.9921  0.051
H 2.1150 0.8097 2.5278  0.057
H 3.5104 0.3077 1.5717  0.087
H 0.9923 1.2503 -0.4832  0.103
H 1.4291 1.2897 -2.6089  0.111
H 3.6396 -0.5315 -1.5353  0.130
H 3.8113 0.0959 -3.1182  0.131
H 3.5404 1.9601 -0.7575  0.137
H 5.4463 0.8228 -0.9437  0.098
H 0.4644 -0.3141 -5.6780  0.068
H 1.2173 1.2048 -5.1669  0.056
H 2.1762 -0.1239 -5.9454  0.078
H 1.0914 -2.3029 -3.3493  0.103
H -2.3546 -0.9250 -1.0373  0.078
H -0.9123 -1.7789 -0.6053  0.107
H -2.7861 -2.4843 0.5775  0.110
H -1.7019 -0.6841 2.6767  0.060
H -1.3025 -2.4318 2.4851  0.063
H -2.9051 -1.9033 2.8488  0.083
H -1.1793 2.0527 2.8695  0.119
H 0.0641 0.9263 2.5176  0.090
H 0.7870 2.9800 0.7582  0.074
H 1.0509 3.0522 2.4798  0.118
H -1.5696 4.2083 1.5396  0.111
H -1.2306 5.5708 3.5334  0.081
H 0.4888 5.1486 3.5811  0.080
H -0.7386 3.9187 4.0554  0.073
H 0.3066 6.3307 1.6520  0.068
H 1.1183 5.0454 0.6862  0.071
H -0.4370 5.6455 0.2057  0.064
H -3.0138 0.9917 2.3484  0.111
H -2.9635 2.4857 1.4589  0.127
H -5.7898 0.5140 0.5744  0.089
H -5.1511 1.2126 2.0447  0.088
H -4.7836 -0.4996 1.6615  0.078
H -1.0805 3.4982 -2.5272  0.045
H 0.3522 2.9206 -1.7080  0.014
H -1.0317 3.7094 -0.7953  0.011
H -0.4618 1.1842 -3.6587  0.045
H -2.1455 1.3234 -3.8505  0.057
H -2.6855 -0.9350 -3.3019  0.073
H -1.5211 -0.8507 -4.6250  0.072
H -1.0032 -1.3434 -2.9573  0.048
C 5.0066 -7.8588 0.2585  -0.108
O 4.4958 -6.5634 -0.0585  -0.278
P 2.9649 -6.2389 0.4827  0.603
O 3.0223 -6.7230 1.8878  -0.247
O 2.2758 -7.3200 -0.5358  -0.274
C 2.5153 -7.1798 -1.9450  -0.100
O 1.6237 -5.2806 0.4989  -0.278
C 0.4834 -5.7575 1.2094  -0.107
H 5.7816 -8.0823 -0.4740  0.093
H 5.4478 -7.8484 1.2530  0.089
H 4.2332 -8.6229 0.2026  0.089
H 3.1259 -8.0153 -2.2870  0.087
H 3.0283 -6.2489 -2.1868  0.083
H 1.5590 -7.2015 -2.4644  0.088
H 0.5913 -5.5518 2.2731  0.087
H 0.3287 -6.8230 1.0474  0.088
H -0.3780 -5.2069 0.8313  0.087
C -5.6045 1.6988 -9.1456  -0.110
O -4.5806 2.3746 -8.4159  -0.279
P -4.6976 2.2944 -6.7653  0.604
O -4.9723 0.8498 -6.5455  -0.247
O -6.0432 3.2286 -6.7292  -0.275
C -5.9833 4.5344 -7.3204  -0.104
O -4.2168 2.7918 -5.2681  -0.277
C -4.9679 2.2830 -4.1626  -0.110
H -5.6526 2.1634 -10.1301  0.092
H -5.3449 0.6483 -9.2591  0.089
H -6.5748 1.7918 -8.6606  0.089
H -6.6130 4.5519 -8.2100  0.087
H -4.9685 4.8137 -7.6044  0.083
H -6.3615 5.2595 -6.6020  0.088
H -4.6242 1.2821 -3.9085  0.077
H -6.0358 2.2711 -4.3742  0.087
H -4.7816 2.9373 -3.3120  0.092
C 3.3147 1.3801 8.9269  -0.115
O 3.2639 0.9195 7.5764  -0.292
P 1.9291 0.0092 7.1609  0.687
O 0.8957 0.8868 7.8054  -0.260
O 2.3446 -1.2602 8.1075  -0.271
C 3.5770 -1.9474 7.8311  -0.097
O 0.8074 -0.9237 6.3067  -0.305
C -0.3708 -1.2681 7.0326  -0.123
H 4.3629 1.5694 9.1590  0.092
H 2.7552 2.3081 9.0207  0.087
H 2.9251 0.6389 9.6225  0.088
H 4.2766 -1.7650 8.6465  0.088
H 4.0338 -1.6181 6.8976  0.081
H 3.3738 -3.0146 7.7677  0.089
H -1.0810 -0.4443 7.0088  0.084
H -0.1433 -1.5364 8.0627  0.084
H -0.8121 -2.1273 6.5258  0.091

Atoms 1-6, force components in eV/Å:
-0.254 -0.873 -0.328
0.755 -0.254 0.760
0.924 -0.385 0.101
-0.657 0.178 -0.066
1.027 0.827 0.748
-0.573 -0.100 0.455

Its HOMO energy is -0.2700 hartree. The SMILES is CC[C@H](C)[C@@H](O[C@@H](C[C@@H](O)C(F)(F)F)B(C)O)[C@@](CNC)(N(CCC(C)C)COC)P(C)CC.COP(=O)(OC)OC.COP(=O)(OC)OC.COP(=O)(OC)OC.